{
  "formula": "C22H27N3O6S",
  "method": "wB97M-V/def2-TZVPD",
  "homo_lumo_gap_ev": 7.928,
  "smiles": "CCNc1ccc(C(=O)OCC)cc1NC(=O)c1cccc(S(=O)(=O)N2CCOCC2)c1",
  "total_charge": 0,
  "symbols": ["C", "C", "N", "C", "C", "C", "C", "C", "C", "N", "C", "O", "C", "C", "C", "C", "C", "C", "H", "H", "H", "S", "O", "O", "N", "C", "H", "C", "H", "O", "C", "H", "C", "H", "H", "H", "H", "H", "H", "H", "H", "C", "O", "O", "C", "C", "H", "H", "H", "H", "H", "H", "H", "H", "H", "H", "H", "H", "H"],
  "xyz": [[2.245, 3.135, -2.315], [2.831, 2.898, -0.931], [1.900, 2.116, -0.153], [2.128, 1.715, 1.119], [3.229, 2.196, 1.854], [3.431, 1.880, 3.174], [2.525, 1.054, 3.840], [1.433, 0.561, 3.131], [1.225, 0.858, 1.797], [0.048, 0.295, 1.238], [-0.295, -0.098, -0.005], [0.366, 0.081, -1.020], [-1.622, -0.784, -0.082], [-2.398, -0.564, -1.216], [-3.610, -1.207, -1.348], [-4.071, -2.080, -0.382], [-3.293, -2.317, 0.740], [-2.076, -1.674, 0.891], [-1.468, -1.897, 1.756], [-3.632, -3.008, 1.497], [-5.023, -2.566, -0.532], [-4.578, -0.885, -2.821], [-5.672, -1.814, -2.870], [-4.867, 0.516, -2.897], [-3.424, -1.224, -3.993], [-3.185, -2.640, -4.170], [-3.027, -3.085, -3.186], [-1.938, -2.803, -5.044], [-1.767, -3.855, -5.280], [-2.088, -2.142, -6.276], [-2.337, -0.767, -6.092], [-2.449, -0.340, -7.090], [-3.604, -0.549, -5.264], [-3.772, 0.507, -5.054], [-4.472, -0.955, -5.803], [-1.484, -0.297, -5.581], [-1.070, -2.399, -4.503], [-4.049, -3.124, -4.647], [-2.058, 0.106, -1.989], [-0.605, 0.029, 1.963], [0.739, -0.076, 3.662], [2.666, 0.677, 5.254], [1.892, -0.042, 5.846], [3.747, 1.232, 5.829], [3.978, 0.915, 7.199], [4.700, -0.416, 7.351], [4.072, -1.221, 6.978], [4.918, -0.596, 8.400], [5.632, -0.406, 6.790], [3.017, 0.884, 7.724], [4.585, 1.738, 7.583], [4.285, 2.269, 3.704], [3.935, 2.842, 1.358], [1.309, 1.497, -0.709], [3.801, 2.387, -1.023], [2.998, 3.859, -0.432], [2.928, 3.728, -2.917], [2.071, 2.186, -2.817], [1.299, 3.664, -2.237]],
  "nbo_charge": [-0.61, -0.21, -0.60, 0.20, -0.29, -0.13, -0.23, -0.17, 0.14, -0.60, 0.67, -0.63, -0.14, -0.16, -0.25, -0.20, -0.20, -0.18, 0.22, 0.23, 0.25, 2.31, -0.94, -0.93, -0.68, -0.26, 0.22, -0.07, 0.20, -0.52, -0.07, 0.20, -0.26, 0.24, 0.19, 0.17, 0.17, 0.20, 0.25, 0.40, 0.22, 0.79, -0.62, -0.51, -0.07, -0.63, 0.22, 0.21, 0.21, 0.20, 0.19, 0.23, 0.22, 0.43, 0.18, 0.19, 0.22, 0.21, 0.21]
}


{
  "formula": "C22H27N3O7S2",
  "method": "wB97M-V/def2-TZVPD",
  "homo_lumo_gap_ev": 8.527,
  "smiles": "CCN(CC)S(=O)(=O)c1ccc(NC(=O)COC(=O)CNS(=O)(=O)/C=C/c2ccccc2)cc1",
  "total_charge": 0,
  "symbols": ["C", "H", "H", "H", "C", "N", "S", "O", "O", "C", "C", "C", "C", "C", "C", "H", "H", "N", "C", "O", "C", "H", "H", "O", "C", "O", "C", "N", "S", "O", "O", "C", "C", "C", "C", "C", "C", "C", "C", "H", "H", "H", "H", "H", "H", "H", "H", "H", "H", "H", "H", "H", "C", "C", "H", "H", "H", "H", "H", "H", "H"],
  "xyz": [[3.376, 2.917, 2.304], [3.988, 2.037, 2.118], [4.030, 3.738, 2.585], [2.857, 3.182, 1.387], [2.371, 2.653, 3.424], [1.478, 1.563, 3.108], [-0.116, 1.874, 2.797], [-0.401, 3.241, 3.127], [-0.932, 0.854, 3.399], [-0.266, 1.688, 1.020], [0.775, 1.223, 0.241], [0.599, 1.079, -1.122], [-0.628, 1.390, -1.712], [-1.668, 1.872, -0.918], [-1.479, 2.016, 0.445], [-2.270, 2.384, 1.079], [-2.613, 2.126, -1.371], [-0.749, 1.180, -3.088], [-1.845, 1.382, -3.856], [-2.875, 1.910, -3.506], [-1.683, 0.952, -5.324], [-2.688, 0.747, -5.707], [-1.243, 1.778, -5.889], [-0.834, -0.166, -5.573], [-1.071, -1.273, -4.884], [-1.916, -1.376, -4.030], [-0.134, -2.410, -5.264], [0.295, -3.130, -4.086], [0.954, -2.135, -2.887], [2.103, -2.789, -2.347], [1.165, -0.856, -3.530], [-0.269, -1.952, -1.618], [0.070, -2.196, -0.358], [-0.754, -2.015, 0.822], [-0.285, -2.481, 2.053], [-1.037, -2.320, 3.201], [-2.264, -1.681, 3.142], [-2.737, -1.208, 1.928], [-1.994, -1.372, 0.777], [-2.365, -0.990, -0.161], [-3.688, -0.701, 1.883], [-2.844, -1.541, 4.040], [-0.662, -2.684, 4.145], [0.673, -2.980, 2.097], [1.072, -2.576, -0.194], [-1.215, -1.583, -1.967], [-0.419, -3.727, -3.696], [-0.643, -3.097, -5.944], [0.748, -1.997, -5.753], [0.043, 0.680, -3.491], [1.404, 0.708, -1.738], [1.720, 0.978, 0.698], [1.839, 0.207, 3.454], [1.617, -0.115, 4.929], [2.203, 0.544, 5.565], [0.564, 0.014, 5.161], [1.906, -1.143, 5.132], [2.887, 0.047, 3.178], [1.210, -0.447, 2.847], [2.899, 2.443, 4.359], [1.742, 3.533, 3.570]],
  "nbo_charge": [-0.62, 0.20, 0.22, 0.21, -0.22, -0.72, 2.34, -0.94, -0.95, -0.34, -0.18, -0.26, 0.24, -0.26, -0.17, 0.24, 0.26, -0.65, 0.67, -0.60, -0.17, 0.22, 0.22, -0.49, 0.80, -0.62, -0.33, -0.82, 2.29, -0.92, -0.99, -0.55, -0.09, -0.14, -0.18, -0.22, -0.15, -0.22, -0.12, 0.21, 0.22, 0.22, 0.22, 0.21, 0.23, 0.26, 0.41, 0.24, 0.24, 0.44, 0.23, 0.23, -0.22, -0.63, 0.20, 0.23, 0.21, 0.20, 0.22, 0.19, 0.24]
}


{
  "formula": "C22H27N3S",
  "method": "wB97M-V/def2-TZVPD",
  "homo_lumo_gap_ev": 8.548,
  "smiles": "C=C(C)CNC(=S)N1CCN(C(c2ccccc2)c2ccccc2)CC1",
  "total_charge": 0,
  "symbols": ["C", "C", "C", "H", "H", "H", "C", "N", "C", "N", "C", "C", "N", "C", "C", "H", "H", "H", "H", "C", "C", "C", "C", "C", "C", "C", "H", "H", "H", "H", "H", "C", "C", "C", "C", "C", "C", "H", "H", "H", "H", "H", "H", "H", "H", "H", "H", "S", "H", "H", "H", "H", "H"],
  "xyz": [[-2.877, -2.097, -0.214], [-3.789, -1.291, 0.306], [-5.117, -1.040, -0.336], [-5.923, -1.219, 0.375], [-5.191, -0.005, -0.670], [-5.259, -1.687, -1.198], [-3.540, -0.539, 1.593], [-3.696, 0.906, 1.437], [-3.184, 1.601, 0.369], [-1.903, 1.427, 0.008], [-1.411, 2.035, -1.211], [-0.196, 1.261, -1.697], [0.906, 1.390, -0.757], [0.442, 1.569, 0.605], [-0.891, 0.867, 0.879], [-1.186, 1.029, 1.919], [-0.778, -0.210, 0.700], [1.199, 1.212, 1.302], [0.309, 2.643, 0.788], [1.963, 0.401, -0.970], [3.256, 0.837, -0.314], [3.486, 2.173, -0.009], [4.684, 2.569, 0.558], [5.674, 1.638, 0.819], [5.463, 0.309, 0.495], [4.265, -0.088, -0.071], [4.113, -1.127, -0.328], [6.235, -0.423, 0.681], [6.608, 1.947, 1.263], [4.845, 3.611, 0.793], [2.719, 2.899, -0.226], [1.542, -1.003, -0.581], [1.021, -1.859, -1.546], [0.546, -3.114, -1.203], [0.589, -3.536, 0.114], [1.124, -2.701, 1.082], [1.596, -1.447, 0.738], [2.027, -0.816, 1.502], [1.176, -3.028, 2.110], [0.217, -4.513, 0.385], [0.143, -3.762, -1.967], [1.002, -1.548, -2.582], [2.142, 0.409, -2.056], [-0.500, 0.211, -1.841], [0.129, 1.658, -2.665], [-1.159, 3.089, -1.050], [-2.208, 1.995, -1.958], [-4.169, 2.683, -0.419], [-4.649, 1.209, 1.597], [-2.546, -0.777, 1.977], [-4.270, -0.848, 2.347], [-3.054, -2.632, -1.131], [-1.923, -2.270, 0.256]],
  "nbo_charge": [-0.39, 0.01, -0.66, 0.21, 0.24, 0.22, -0.26, -0.63, 0.32, -0.43, -0.23, -0.23, -0.45, -0.23, -0.24, 0.22, 0.20, 0.22, 0.20, -0.10, 0.04, -0.23, -0.21, -0.21, -0.21, -0.23, 0.22, 0.21, 0.21, 0.21, 0.23, -0.05, -0.21, -0.21, -0.22, -0.23, -0.17, 0.21, 0.22, 0.22, 0.22, 0.21, 0.22, 0.18, 0.21, 0.20, 0.25, -0.29, 0.41, 0.20, 0.21, 0.20, 0.20]
}


{
  "formula": "C22H27NO3P2Sm",
  "method": "wB97M-V/def2-TZVPD",
  "homo_lumo_gap_ev": [6.366, 6.356],
  "total_charge": 1,
  "s_squared": 8.851,
  "spin_multiplicity": 6,
  "symbols": ["C", "C", "C", "C", "C", "C", "C", "C", "C", "C", "C", "C", "C", "H", "H", "H", "H", "H", "H", "H", "N", "Sm", "C", "H", "H", "C", "H", "H", "P", "P", "C", "H", "H", "H", "C", "H", "H", "H", "C", "H", "H", "H", "C", "H", "H", "H", "C", "O", "H", "C", "O", "C", "O", "H", "H", "H"],
  "xyz": [[-1.207, 3.509, -2.133], [-1.017, 2.178, -1.737], [0.294, 1.611, -1.848], [1.357, 2.391, -2.440], [1.119, 3.747, -2.751], [-0.137, 4.292, -2.611], [2.602, 1.783, -2.577], [2.761, 0.411, -2.404], [1.660, -0.341, -1.852], [1.740, -1.765, -1.748], [2.981, -2.365, -1.979], [4.086, -1.610, -2.397], [3.975, -0.263, -2.646], [-2.208, 3.971, -2.075], [1.954, 4.383, -3.028], [-0.325, 5.340, -2.838], [3.451, 2.362, -2.943], [3.106, -3.445, -1.836], [5.036, -2.130, -2.510], [4.866, 0.291, -2.932], [0.585, 0.360, -1.349], [0.392, 0.249, 1.572], [-2.106, 1.305, -1.160], [-2.107, 0.268, -1.555], [-3.043, 1.834, -1.282], [0.522, -2.545, -1.261], [-0.404, -2.233, -1.786], [0.720, -3.610, -1.444], [-2.015, 1.108, 0.677], [0.229, -2.349, 0.554], [1.602, -3.404, 1.206], [1.576, -3.371, 2.299], [1.504, -4.438, 0.844], [2.580, -2.994, 0.939], [-1.236, -3.391, 0.817], [-1.055, -4.419, 0.492], [-1.501, -3.358, 1.875], [-2.085, -2.951, 0.290], [-2.323, 2.837, 1.220], [-3.278, 3.162, 0.835], [-2.280, 2.932, 2.309], [-1.531, 3.502, 0.866], [-3.601, 0.264, 0.901], [-3.653, -0.147, 1.917], [-4.397, 0.979, 0.694], [-3.643, -0.617, 0.260], [2.985, -0.185, 1.754], [4.094, -0.510, 1.953], [2.425, 0.720, 0.836], [-2.466, -0.868, 5.142], [-2.764, -0.311, 3.832], [-1.814, 0.176, 3.104], [-0.695, 0.630, 3.634], [-1.609, -1.541, 5.044], [-3.358, -1.405, 5.420], [-2.345, -0.029, 5.837]],
  "mulliken_charge": [-0.41, 0.02, 0.50, 0.85, -0.89, -0.85, -0.91, 0.96, 0.49, -0.14, -0.42, -0.96, -0.87, 0.40, 0.44, 0.39, 0.45, 0.43, 0.39, 0.43, -0.11, 0.79, -1.23, 0.35, 0.65, -1.26, 0.42, 0.60, 1.17, 1.03, -1.40, 0.39, 0.40, 0.36, -1.19, 0.42, 0.39, 0.35, -1.34, 0.40, 0.38, 0.35, -1.25, 0.37, 0.39, 0.34, 0.21, -0.31, -0.17, -0.68, -0.32, 0.02, -0.69, 0.30, 0.26, 0.28]
}